C5H14NS2 | the ωB97M-V functional and the def2-TZVPD basis

Positions of all 22 atoms, in Å:
C -0.13279 -3.76666 0.77412
C -0.92237 -2.54019 1.26048
S -1.23768 -1.23313 -0.07665
S -0.66731 0.62627 0.49624
C 1.15197 0.91476 0.43140
C 1.55809 1.83760 -0.72393
C 1.10538 1.32685 -2.11154
N 0.75737 3.14522 -0.46489
H -0.80873 -4.26086 0.07105
H 0.20621 -4.37947 1.60730
H 0.81966 -3.55270 0.28801
H -1.91802 -2.81676 1.59116
H -0.43788 -2.10387 2.14949
H 1.46594 1.27137 1.41739
H 1.59639 -0.04368 0.15388
H 2.61684 1.98347 -0.86963
H 1.12490 0.24732 -2.05961
H 1.81800 1.65542 -2.86261
H 0.11966 1.60168 -2.47633
H -0.18062 2.90294 -0.12595
H 0.58239 3.61341 -1.35474
H 1.30162 3.74798 0.15309

Output
Max |F|, eV/A: 2.609
Energy relative to the best compared isomer or geometry (same formula, charge and spin), kcal/mol: 23.5
LUMO energy, eV: -3.47
Total charge: +1
Kohn-Sham gap, Eh: 0.3223
Total energy, eV: -28565.8146
SMILES: CCSSC[C@@H](C)[NH3+]